DFT (the ωB97M-V functional and the def2-TZVPD basis) results for a cluster of 2 separate species, C2H6ClO2P in total.

Its total energy is -1031.82581 a.u. The charge is 0. As for the relative energy (zero: lowest compared OMol25 entry of this formula, charge and spin): 181.66 kJ/mol.

Atoms and positions in Å:
Cl  2.93  -0.53  -3.62
P  0.92  -0.09  -3.69
O  1.82  -0.37  0.06
O  0.81  1.35  -3.28
C  -0.27  0.84  -0.58
C  0.50  -0.46  -0.47
H  2.26  0.10  -0.58
H  -1.05  0.63  -1.34
H  0.60  -0.70  -1.54
H  0.26  1.71  -1.11
H  -0.68  1.19  0.40
H  -0.07  -1.31  0.11